(1)
46
Properties=species:S:1:pos:R:3 method="wB97M-V/def2-TZVPD" relative_energy_ev=2.6661 lumo_energy_ev=0.293 smiles="CC(C)NC(=O)[C@H](CCn1cnc(CC#N)c1)NC(=O)c1ccco1" orbital_gap_ev=9.21 mol_weight_g_mol=343.4 homo_energy_ev=-8.92 e_tot_ev=-31562.6120
H -1.463 -6.198 -1.324
N 2.632 4.260 4.537
O 1.996 0.052 -2.351
C 0.253 3.206 -2.904
H -0.652 -1.222 2.809
C -1.746 -3.084 -0.597
H -3.919 -2.688 -0.652
O -1.880 -0.739 -0.186
H 2.486 1.718 2.968
H -2.182 1.913 -3.554
C 2.124 -0.980 1.844
C -0.052 1.781 -3.392
H -1.311 2.270 -5.075
C 1.618 3.674 4.571
C 0.369 2.895 4.591
H 0.800 1.510 -4.051
H 1.707 -1.995 1.812
C -3.093 -4.765 -0.987
H -0.411 3.422 -2.042
H 3.098 -1.109 2.337
H -1.490 0.599 -4.562
H 0.090 3.905 -3.684
C -1.180 -1.752 -0.317
C 0.933 0.230 -1.697
H -0.405 3.511 4.133
C 0.875 -0.284 -0.245
H 0.067 2.716 5.617
H 0.718 -2.411 -0.421
H 2.786 0.541 0.444
C 1.555 1.163 3.091
C 0.488 1.603 3.852
C -1.806 -5.188 -1.115
C 2.238 -0.415 0.406
H 2.836 -1.092 -0.146
N 1.224 -0.102 2.645
H -0.978 0.908 -1.684
C -0.070 -0.375 3.089
H -3.997 -5.329 -1.086
O -0.941 -4.172 -0.862
H 0.302 0.411 0.335
C -1.343 1.643 -4.183
N -0.543 0.651 3.796
N 0.199 -1.580 -0.244
N -0.136 0.920 -2.227
H 1.271 3.355 -2.559
C -3.067 -3.377 -0.733

(2)
46
Properties=species:S:1:pos:R:3 method="wB97M-V/def2-TZVPD" relative_energy_ev=1.7951 lumo_energy_ev=0.687 smiles="COc1ccc([C@H]2C(C(N)=O)=C(C)Nc3nc(CCCO)nn32)cc1" orbital_gap_ev=9.05 mol_weight_g_mol=343.4 homo_energy_ev=-8.37 e_tot_ev=-31563.4830
N -2.715 -1.227 0.317
H -3.157 0.656 1.534
O -3.120 1.559 1.193
H 0.551 -4.599 1.796
C -4.112 0.096 -1.289
H 2.831 5.802 1.358
C -1.432 -1.521 0.345
H 1.002 0.140 1.503
C -4.350 1.833 0.566
C 1.469 1.275 -1.638
C 2.502 4.769 1.464
C 1.675 2.098 1.001
H 2.143 -3.844 1.752
C 2.638 -2.467 -0.377
C 1.892 2.554 -1.349
H -5.948 0.918 -0.523
C 1.089 -3.660 1.930
N 3.289 -1.632 -1.233
H 1.736 2.397 2.035
O 3.191 -3.476 0.028
H 4.256 -1.853 -1.409
H 1.528 4.748 1.961
N -0.799 -0.999 -0.714
C 1.255 0.815 0.699
H -4.669 -0.688 -1.811
H -5.110 -0.177 0.590
C 0.564 -2.641 0.974
H -5.067 2.212 1.312
H 0.799 -1.227 -1.992
C 1.153 0.385 -0.616
H 0.936 -3.320 2.953
N -1.692 -0.319 -1.458
C 1.248 -2.083 -0.054
H 3.232 4.218 2.066
C 1.998 2.982 -0.023
N -0.738 -2.268 1.247
H 1.371 0.964 -2.668
C -2.825 -0.475 -0.816
C 0.626 -1.005 -0.930
O 2.423 4.260 0.154
H -4.149 2.633 -0.153
H -3.885 0.888 -2.004
H 2.988 -0.686 -1.392
H 2.138 3.251 -2.134
H -1.255 -2.743 1.970
C -4.969 0.626 -0.138

(3)
46
Properties=species:S:1:pos:R:3 method="wB97M-V/def2-TZVPD" relative_energy_ev=1.2577 lumo_energy_ev=0.503 smiles="CCOc1ccc(C(=O)NCC(=O)O[C@@H]2CCOC2=O)cc1OCC" orbital_gap_ev=8.78 mol_weight_g_mol=351.4 homo_energy_ev=-8.28 e_tot_ev=-33792.6750
H 3.252 -0.298 -3.123
H -2.391 1.195 -2.098
O 0.872 -1.441 -3.551
H 1.193 1.653 -1.071
H -3.222 1.819 2.557
H 2.724 3.071 1.166
H -0.803 0.332 -3.774
C -1.693 -0.144 -0.556
C -2.706 2.438 1.816
H 2.960 1.755 -0.839
C -1.276 2.642 2.311
C -2.455 0.381 0.602
H 0.999 -2.529 1.093
O -0.946 3.254 3.286
C -0.822 -0.079 -2.776
O -0.423 2.027 1.474
H -0.877 -1.614 0.717
C -0.835 -1.205 -0.279
H 2.807 -1.090 -1.603
H 0.034 -4.786 1.552
C 1.776 2.747 0.738
C 1.999 1.670 -0.330
H 4.088 -1.772 -2.611
H -0.099 -5.098 -0.185
H 1.242 3.610 0.348
C 0.966 1.993 1.787
H -2.308 2.238 -0.211
C 0.081 -1.105 -2.497
C 1.413 0.531 1.562
O 1.986 0.428 0.363
C 0.986 -3.307 0.324
H 1.113 2.329 2.818
C 2.111 -2.109 -3.377
H 2.449 -2.286 -4.402
N -2.729 1.736 0.557
C 0.054 -1.705 -1.218
H -3.213 3.402 1.745
O -2.767 -0.294 1.559
H 1.958 -3.811 0.329
C -1.698 0.411 -1.829
O 1.268 -0.386 2.309
C -0.120 -4.325 0.581
C 3.130 -1.259 -2.627
H 1.973 -3.070 -2.876
H -1.100 -3.855 0.568
O 0.911 -2.733 -0.972

(4)
49
Properties=species:S:1:pos:R:3 method="wB97M-V/def2-TZVPD" lumo_energy_ev="0.253 / -1.815" orbital_gap_ev="7.96 / 7.77" mol_weight_g_mol=536.5 multiplicity=5 homo_energy_ev="-7.71 / -9.58" e_tot_ev=-67813.1005
H 4.485 -1.241 -0.275
H 0.013 3.476 -4.448
Rh -0.912 0.056 -0.060
C 3.576 0.531 -1.131
C 4.752 -0.210 -0.508
C -1.899 -4.112 4.185
C 2.426 1.908 0.975
H 5.089 0.269 0.412
C -1.287 -4.512 1.904
H -1.573 -6.060 3.354
H -2.178 -2.045 4.713
H -1.598 3.305 0.052
S 2.143 0.446 -0.051
C -1.801 2.256 -1.832
S -1.768 -0.464 2.545
H 1.696 1.793 1.778
H 2.138 4.034 0.951
C -1.921 -2.748 3.935
C -0.657 2.829 -3.896
H -2.566 0.051 -4.324
H 3.223 0.055 -2.047
O 0.960 0.833 -0.959
H -2.133 -4.478 5.176
O -0.432 0.062 2.147
H -2.762 1.862 0.069
H 3.423 1.780 1.403
H 5.593 -0.223 -1.201
O -2.683 -0.215 1.413
H -3.094 0.521 -1.969
H -1.014 1.523 -5.570
C -1.238 1.729 -4.532
C -1.299 -3.149 1.638
H 3.108 3.456 -0.402
S -0.794 -2.726 -0.031
O -0.554 -3.958 -0.717
C -2.029 2.459 -0.467
H 1.360 3.189 -0.395
C -0.925 3.091 -2.573
C -1.626 -2.249 2.673
H 3.799 1.576 -1.343
O -1.858 -1.885 -0.636
O 0.387 -1.856 0.143
C -2.112 0.900 -3.830
C 2.252 3.223 0.232
H -1.034 -5.185 1.099
C -2.403 1.158 -2.510
C -1.587 -4.993 3.170
H -0.466 3.936 -2.075
O -2.222 0.003 3.819

(5)
47
Properties=species:S:1:pos:R:3 method="wB97M-V/def2-TZVPD" relative_energy_ev=0.6827 lumo_energy_ev="-3.009 / -6.472" orbital_gap_ev="9.17 / 5.91" mol_weight_g_mol=559.5 multiplicity=3 homo_energy_ev="-12.17 / -12.38" e_tot_ev=-49505.0743 charge=+1
H 1.509 0.679 3.725
C -4.156 0.951 -0.954
H 0.229 3.249 2.186
C -0.900 -3.881 -0.876
S -2.653 -1.810 -1.012
H 3.318 -4.244 -1.866
H 0.457 -5.530 -0.839
H -4.661 0.093 -1.369
C 1.257 3.554 1.970
H 1.261 4.112 1.031
C -4.772 2.176 -0.823
H 3.177 0.246 3.360
H 2.416 -5.714 -2.225
H 4.555 3.267 2.084
H 1.577 4.233 2.761
C 4.129 2.617 1.318
H 2.442 0.044 0.323
H -5.802 2.305 -1.126
H 2.705 -4.507 -3.490
Au -0.146 0.292 0.389
C -0.217 -1.994 -2.229
O -3.224 -2.347 0.184
C -4.057 3.246 -0.299
C 2.477 -4.648 -2.434
C 2.484 1.084 3.457
H -1.628 -4.340 -0.219
H -4.510 4.219 -0.178
C -2.796 0.823 -0.538
N -2.055 -0.284 -0.573
C 1.208 -3.940 -2.064
H 1.872 1.499 -0.532
N -2.113 1.891 -0.026
C -0.699 0.170 2.477
C 0.949 -2.658 -2.555
H 4.080 3.178 0.383
H -2.133 3.855 0.508
O -3.451 -1.664 -2.189
H 2.825 1.712 4.281
H -0.437 -1.017 -2.643
H 1.670 -2.188 -3.213
C 1.844 0.954 0.419
C -2.717 3.044 0.087
Si 2.398 2.060 1.851
C 0.269 -4.537 -1.225
H 4.791 1.762 1.177
O -1.644 0.604 2.911
C -1.130 -2.615 -1.384

(6)
54
Properties=species:S:1:pos:R:3 method="wB97M-V/def2-TZVPD" lumo_energy_ev="-0.761 / -0.963" orbital_gap_ev="6.20 / 6.46" mol_weight_g_mol=590.2 multiplicity=5 homo_energy_ev="-6.96 / -7.42" e_tot_ev=-131868.9681
S -4.552 0.463 3.189
S 1.492 0.322 1.077
C 1.232 -0.306 4.897
C -3.057 0.865 -1.337
H -2.839 -4.474 0.227
C 0.039 2.465 -3.626
C 0.168 2.106 -2.295
B 2.028 -2.750 2.237
C 0.210 -4.780 -0.265
C 1.211 1.954 3.789
C -2.000 1.337 -2.191
N 1.539 -1.536 3.082
Cl 2.614 -0.348 -2.284
H -4.103 1.030 -1.582
H -2.508 -2.902 -0.491
H -1.316 2.496 -5.296
H 1.574 -2.280 -3.092
H 0.634 2.304 4.642
H -4.577 1.556 5.299
H 1.094 2.279 -1.761
S -1.327 -1.853 1.746
H -2.153 -4.380 -1.418
N -2.742 0.411 -0.177
C 1.414 -1.568 4.449
H 2.224 2.358 3.837
C 1.290 -4.411 0.457
C 1.422 -0.263 2.689
S -1.806 1.438 2.243
C -2.210 1.675 -3.530
C -2.157 -3.930 -0.427
N 0.942 -3.356 1.271
H 2.329 -3.616 3.018
C -3.377 0.741 1.915
N 1.246 0.510 3.787
H 1.090 0.073 5.893
C -0.346 -3.057 1.038
C -4.253 1.863 4.308
N -0.814 -3.938 0.106
C 1.229 -1.280 -2.859
H -3.193 2.090 4.305
H -3.182 1.497 -3.971
H 0.826 -0.783 -3.734
C -1.179 2.235 -4.255
H 0.863 2.925 -4.152
Fe -0.745 0.370 0.413
H 0.077 -5.557 -0.996
H 1.473 -2.492 4.994
Cl -0.076 -1.434 -1.658
H 2.285 -4.820 0.474
N -0.806 1.544 -1.590
H -4.828 2.725 3.977
H 2.948 -2.383 1.552
H 0.744 2.305 2.875
N -3.727 0.344 0.734

(7)
50
Properties=species:S:1:pos:R:3 method="wB97M-V/def2-TZVPD" relative_energy_ev=8.3270 lumo_energy_ev=-3.483 smiles="NC(=O)CCc1nc(N(O)CCC(N)=O)n(CC(=O)Cl)[n+]1Cc1ccccc1" orbital_gap_ev=8.44 mol_weight_g_mol=409.9 homo_energy_ev=-11.92 e_tot_ev=-47622.3512 charge=+1
H 1.408 -6.561 -1.841
H -1.851 2.808 1.292
C -4.391 4.087 -0.458
C -0.623 -5.564 -1.406
H 0.344 -0.744 3.705
H 3.309 -0.632 2.490
C 0.945 -5.582 -1.446
C 1.147 -3.027 -0.494
H -1.274 -6.429 -1.752
C 2.462 0.985 3.883
O -5.172 3.989 0.528
H -2.572 4.853 0.555
C -2.780 4.096 -0.296
H -3.216 2.008 0.366
O -1.452 2.190 -2.021
H 2.948 -4.471 -1.079
N 2.853 2.161 3.068
N -5.004 4.177 -1.824
C 2.526 -0.533 3.315
H 2.052 2.804 3.016
N 0.404 0.160 -0.834
H 1.098 -2.190 2.717
H 2.733 -1.482 -0.939
C -0.421 -3.038 -0.415
H -1.036 -2.143 -0.031
H -2.434 -4.226 -0.812
H 2.846 -1.185 4.213
C -0.535 1.019 -0.139
H -2.235 4.502 -1.211
H 3.156 1.854 2.123
C -1.284 -4.276 -0.860
N -1.356 1.933 -0.695
O 2.901 1.099 -1.814
H -0.101 0.321 -2.983
C 2.081 0.791 -2.707
O 2.102 1.245 5.070
C 0.580 -0.376 1.484
H 2.659 -1.890 0.848
C 2.011 -1.717 -0.073
C 1.808 -4.355 -1.005
C 0.741 0.015 -2.265
N 0.989 -0.624 0.124
H -0.771 2.888 -2.222
C -2.272 2.667 0.238
C 1.047 -1.042 2.855
H -4.448 3.518 -2.402
N -0.401 0.679 1.283
H -4.879 5.147 -2.185
Cl 2.423 1.195 -4.477
H 0.935 -1.106 -2.491

(8)
44
Properties=species:S:1:pos:R:3 method="wB97M-V/def2-TZVPD" lumo_energy_ev=0.507 smiles="C#CCCC[SiH2][PH2]=N.Fc1ccccc1.Fc1ccccc1" orbital_gap_ev=9.36 mol_weight_g_mol=337.4 homo_energy_ev=-8.86 e_tot_ev=-42071.3419
H 2.734 4.632 1.357
H -1.565 -2.532 -0.561
C 3.121 5.641 1.456
C 2.988 0.613 2.023
C 0.769 -0.678 0.932
F 1.906 9.034 1.827
H -2.519 -6.414 -3.437
P -2.501 -3.717 1.065
H -5.368 -5.090 -3.066
C -3.727 -3.885 -2.024
C 2.913 -0.778 2.041
H 5.182 5.028 1.350
H -5.432 -4.291 0.163
H -0.092 -1.183 0.502
H 3.717 -1.358 2.482
H -4.028 -6.412 -4.636
H 0.039 1.308 0.498
C -2.756 -4.527 -4.688
H 1.171 6.557 1.605
C -4.316 -5.292 -2.604
C 0.839 0.712 0.923
H -2.820 -3.171 2.356
C -2.294 -3.316 -4.978
C 4.996 7.161 1.572
H -4.346 -6.063 -1.750
H 6.068 7.333 1.571
H -4.031 -3.026 -2.741
H 3.846 1.130 2.436
C 1.948 1.343 1.467
H -1.849 -2.246 -5.028
C 2.244 6.713 1.590
H -4.653 -2.061 -0.206
C 4.496 5.865 1.450
N -1.272 -2.963 0.346
H -2.559 -3.911 -2.013
H 1.748 -2.506 1.504
H 4.489 9.249 1.782
C 4.118 8.234 1.694
C 2.751 7.999 1.704
Si -4.273 -3.485 -0.227
C 1.805 -1.421 1.494
C -3.398 -5.792 -3.879
F 2.018 2.685 1.454
H -2.107 -5.117 1.191